Formula: C15H22N2O3
Source: the Open Molecules 2025 dataset
Level of theory: ωB97M-V with the def2-TZVPD basis set

Geometry as XYZ:
```
42
Properties=species:S:1:pos:R:3:forces:R:3
C -1.1846 1.3329 -0.4510 1.85 -0.27 3.36
C -0.5247 0.0571 0.5452 -1.38 5.92 7.05
C -1.6335 2.4902 0.4741 -4.29 -0.52 2.13
C -0.6131 3.2252 1.3008 0.46 -3.23 1.21
C -2.4838 3.6016 -0.2521 0.76 1.43 1.13
C -1.6485 4.3393 -1.3099 2.04 -0.51 -1.40
C -0.2310 -2.3378 0.4070 -3.40 -1.97 1.94
C -1.4891 -2.4736 1.3540 -2.85 0.41 0.87
C 1.0499 -2.9525 1.1646 -1.57 1.79 -0.50
C 2.0973 -2.5455 0.2881 2.42 0.53 -2.72
C 2.5895 -1.2117 0.0689 -0.70 -1.93 1.64
C 2.4817 -3.5851 -0.5573 1.20 1.01 -3.22
C 3.7000 -0.9920 -0.7615 -0.28 2.29 2.06
C 3.5422 -3.2278 -1.4485 1.43 -1.16 0.01
C 4.3293 -2.0165 -1.3357 0.88 -4.31 -3.53
H -3.1642 1.0303 -0.6239 3.05 -1.51 -3.42
H -1.9898 1.4680 -2.2483 -2.06 -3.20 3.20
H -0.4386 1.9704 -0.9655 0.43 -1.62 -0.61
H -2.3281 2.1091 1.3309 0.58 -0.03 -1.72
H 0.0265 3.5440 0.5740 2.97 0.87 -1.19
H -0.9911 4.1271 1.7226 -0.52 0.28 0.86
H -0.1314 2.4658 2.0119 -0.50 1.51 -0.84
H -3.4238 3.2355 -0.7130 0.33 0.37 0.66
H -2.5996 4.3765 0.5979 -0.84 -1.33 -1.35
H -0.3193 4.1996 -0.7748 -4.17 0.99 -2.74
H -1.9134 5.5427 -1.5209 0.80 -3.62 0.55
H -1.8587 3.6101 -2.3476 1.31 2.61 2.50
H -1.0398 -0.9824 -0.9918 1.83 0.33 1.43
H -0.5681 -3.2111 -0.3452 1.19 2.48 0.86
H 1.3666 -2.5846 2.0947 -0.93 1.13 1.80
H 1.0623 -4.0276 1.3097 -0.75 -0.02 -0.52
H 2.1317 -0.4808 0.7636 0.60 0.01 -0.83
H 1.7739 -4.4689 -0.7490 1.60 1.14 0.58
H 4.1538 -0.0101 -0.8053 -0.19 0.20 0.09
H 3.9585 -3.8929 -2.2606 -0.84 0.24 1.22
H 5.3441 -2.0942 -1.9955 -2.67 1.03 1.80
H -2.1621 -3.8692 2.6013 1.80 0.82 -2.08
N -2.1998 0.6677 -1.3138 -1.24 5.63 -0.06
N -0.3701 -0.9650 -0.1321 -0.27 -6.95 -6.36
O -0.3877 0.0196 1.8515 0.17 1.33 -4.86
O -2.5061 -1.7752 1.5346 3.28 -1.66 -1.03
O -1.4077 -3.7080 1.9079 -1.55 -0.51 2.04
```
Forces are in eV/Å.

Computed properties:
- HOMO: -0.320 Eh
- Total energy: -919.70696 Eh
- Gap between HOMO and LUMO: 9.2 eV
- Lowest unoccupied orbital energy: 0.49 eV
- Relative energy (zero: lowest compared OMol25 entry of this formula, charge and spin): 233.2 kcal/mol


Formula: C14H15NO2S2
Source: the Open Molecules 2025 dataset
Level of theory: ωB97M-V with the def2-TZVPD basis set

Geometry as XYZ:
```
34
Properties=species:S:1:pos:R:3:forces:R:3
O -0.7724 -0.1328 -0.4465 -0.03 -0.01 -0.02
C -0.2130 0.9402 -0.3725 -0.37 -0.21 -0.18
N 0.9757 1.1301 0.3126 0.15 -0.10 0.12
C 1.4976 2.3853 0.3167 0.05 0.56 -0.11
S 2.8779 2.8620 1.0463 0.07 0.26 -0.02
S 0.4732 3.4805 -0.5912 0.27 -0.18 0.21
C -0.6665 2.1989 -0.9695 -0.48 0.65 -0.46
C -1.7661 2.4744 -1.7145 0.61 -0.03 0.39
C -2.8267 1.6420 -2.1578 -0.06 -1.25 0.27
C -3.1575 0.3042 -2.0302 0.28 0.68 0.01
C -4.3647 0.1259 -2.7255 -0.32 0.54 -0.33
C -4.6961 1.3525 -3.2311 -0.24 -0.85 0.06
O -3.7860 2.2670 -2.8998 0.13 0.48 -0.04
H -5.5300 1.6787 -3.8220 -0.05 0.15 -0.07
H -4.9155 -0.7851 -2.8382 -0.16 -0.15 -0.06
H -2.5929 -0.4341 -1.5023 0.13 -0.03 0.09
H -1.8778 3.5023 -2.0408 0.01 0.08 -0.01
C 1.6476 0.0321 1.0064 -0.11 -0.52 0.06
C 2.0598 -1.0669 0.0283 0.21 0.06 0.05
C 2.8244 -2.1511 0.7818 -0.23 -0.10 -0.10
C 1.9667 -2.7248 1.9054 0.28 0.10 0.14
C 1.5383 -1.6201 2.8664 -0.22 -0.11 -0.12
C 0.7686 -0.5345 2.1203 0.16 0.09 0.14
H -0.1385 -0.9572 1.6870 -0.02 0.03 0.04
H 0.4843 0.2671 2.8061 -0.04 0.03 -0.02
H 0.9096 -2.0343 3.6564 0.05 0.03 0.07
H 2.4221 -1.1815 3.3353 0.05 0.00 0.09
H 2.5267 -3.4901 2.4458 -0.05 -0.08 -0.01
H 1.0791 -3.1954 1.4775 -0.05 -0.08 -0.01
H 3.1110 -2.9431 0.0880 0.09 0.02 0.00
H 3.7385 -1.7252 1.2020 0.10 -0.02 0.01
H 1.1689 -1.4962 -0.4315 0.04 0.01 -0.04
H 2.6854 -0.6405 -0.7595 -0.03 0.03 -0.04
H 2.5484 0.4700 1.4508 -0.22 -0.06 -0.12
```
Forces are in eV/Å.

Computed properties:
- SMILES: O=C1/C(=C\c2ccco2)SC(=S)N1C1CCCCC1
- HOMO: -0.294 Eh
- Total energy: -1544.10142 Eh
- Gap between HOMO and LUMO: 7.2 eV
- Lowest unoccupied orbital energy: -0.83 eV
- Relative energy (zero: lowest compared OMol25 entry of this formula, charge and spin): 0.0 kcal/mol


Formula: C24H47BrClF2N3O12PS2
Source: the Open Molecules 2025 dataset
Level of theory: ωB97M-V with the def2-TZVPD basis set

Geometry as XYZ:
```
93
Properties=species:S:1:pos:R:3:forces:R:3
C 0.6757 2.5128 -0.3097 -0.01 -0.55 1.14
C 2.0912 1.9728 0.0119 0.33 1.22 -1.03
C 2.9175 1.4640 -1.2331 0.08 -0.11 1.60
Cl 3.3983 2.8229 -2.3001 -0.24 -0.50 0.28
C 2.3539 0.1714 -1.9236 1.38 -0.05 1.20
C 1.4337 -0.7136 -1.0356 1.39 1.50 -3.53
N 0.8987 -1.5549 -1.8597 -0.83 -0.06 2.23
C -0.0135 -2.5334 -1.2052 -0.87 -1.28 1.22
C -1.2513 -1.8843 -0.5231 -0.40 -0.07 -0.07
C -2.3959 -1.4452 -1.4973 -0.18 -0.27 0.49
C -3.8073 -2.0526 -1.1212 0.61 -0.07 -1.39
C -4.6000 -2.3649 -2.4492 -0.74 -0.16 0.32
C -6.0283 -1.7411 -2.5032 0.46 0.27 -0.71
C -6.0538 -0.1922 -2.3119 -0.68 -0.22 -0.17
O -6.1357 0.5110 -3.5640 -0.04 -0.03 0.44
C -7.1800 1.4733 -3.5772 -0.33 0.69 -0.67
C 1.3337 -1.4346 -3.2757 -0.65 -1.51 -0.59
Br -0.1192 -2.1461 -4.4247 0.28 0.76 0.06
P 2.5936 -2.8116 -3.4096 0.94 -3.20 -0.18
O 3.5778 -2.8972 -2.3192 -0.01 1.23 -0.15
O 3.2737 -2.8995 -4.8909 -0.65 0.63 1.61
O 1.6849 -4.1843 -3.3117 0.45 1.54 -0.58
C 1.7320 0.0851 -3.3697 -2.03 0.55 1.80
C 0.3484 0.8542 -3.3919 -0.70 1.26 -1.07
N 0.5049 2.3256 -3.4696 -0.29 -0.52 0.19
N 2.5425 0.6357 -4.4374 0.12 -3.07 -1.10
C 3.8413 0.1012 -4.6109 -0.31 0.23 -1.93
O 4.7155 0.0723 -3.8594 1.34 -0.21 2.42
F 4.0900 -0.3395 -5.8811 -0.93 0.62 0.32
C 1.9238 0.7582 -5.7438 -0.28 -0.73 -0.05
O 1.9207 1.7844 -6.2597 -0.07 3.03 -1.29
F 1.4022 -0.2731 -6.4234 0.35 -0.72 1.48
H 0.2494 2.8992 0.6433 0.16 -0.18 -0.65
H 0.0241 1.6581 -0.5973 0.11 0.64 -0.16
H 0.6702 3.3335 -1.0467 0.12 -0.64 0.24
H 2.0945 1.2220 0.8282 -0.09 0.24 -0.53
H 2.6873 2.8338 0.3892 -0.28 -0.63 -0.09
H 3.8728 1.1528 -0.7570 -0.49 0.08 -0.63
H 3.2618 -0.4914 -1.9546 -0.50 0.37 -0.16
H 1.2795 -0.6576 0.0497 -0.06 -0.37 -0.55
H -0.3517 -3.3685 -1.8393 0.46 0.72 -0.24
H 0.5742 -3.0022 -0.3845 -0.14 0.31 -0.64
H -1.6802 -2.6833 0.1218 0.53 0.40 -0.30
H -0.9386 -1.0899 0.1927 -0.17 -0.41 -0.51
H -2.1705 -1.8351 -2.5064 0.03 0.39 0.46
H -2.4697 -0.3394 -1.5396 0.05 -0.54 -0.19
H -4.3918 -1.3537 -0.4989 0.38 -0.53 0.00
H -3.6301 -3.0267 -0.6218 -0.26 0.72 0.10
H -4.7027 -3.4693 -2.5476 0.07 0.67 0.01
H -4.0685 -2.0339 -3.3651 -0.07 0.01 0.63
H -6.7332 -2.2285 -1.8027 0.52 0.23 -0.19
H -6.4109 -1.9233 -3.5326 0.01 0.09 0.69
H -6.9874 0.0421 -1.7568 0.78 -0.01 0.07
H -5.1542 0.2013 -1.7872 -0.60 -0.33 -0.03
H -7.3200 1.9850 -2.5998 0.04 -0.49 -0.44
H -8.1342 1.0264 -3.9403 0.46 0.16 0.52
H -6.9371 2.2795 -4.3047 0.10 -0.63 0.38
H 4.2228 -3.0366 -4.6916 -0.17 0.19 -0.38
H 2.3059 -4.9249 -3.4411 -0.29 0.11 0.15
H -0.2874 0.6466 -2.5134 0.59 -0.31 -0.36
H -0.2732 0.5876 -4.2789 0.66 -0.64 0.57
H -0.3064 2.7271 -3.0044 0.27 0.09 -0.09
H 0.4490 2.6292 -4.4409 0.20 0.00 0.28
O 0.5802 -2.4721 2.3715 -0.24 0.08 -0.12
S 1.0600 -3.2734 3.4685 1.00 -0.16 0.53
O 0.1558 -3.9122 4.3680 -0.34 0.17 -0.32
O 2.1152 -2.4198 4.3040 -0.08 -0.33 -0.53
C 1.7136 -1.1253 4.7948 -0.31 0.78 0.55
C 0.8177 -1.2276 6.0103 -0.30 -0.29 0.04
C 2.1921 -4.4793 2.8529 0.05 0.05 -0.10
H 1.2346 -0.5489 4.0000 0.01 -0.17 -0.08
H 2.6298 -0.6011 5.0656 0.13 -0.26 -0.16
H -0.1457 -1.6707 5.7541 0.03 0.01 -0.01
H 0.6343 -0.2397 6.4292 0.13 0.01 -0.09
H 1.2716 -1.8611 6.7739 0.06 0.06 -0.04
H 2.9072 -3.9908 2.1948 0.00 0.00 0.05
H 1.6167 -5.2211 2.3010 -0.07 0.05 0.06
H 2.6943 -4.9490 3.6952 -0.05 0.04 0.01
O 1.1583 2.0550 6.2168 -0.11 0.06 -0.37
S 0.5306 3.3229 6.4607 0.18 0.63 0.71
O -0.6095 3.7443 5.7070 0.09 -0.34 -0.23
O 1.6441 4.4700 6.4060 -0.21 -0.30 0.25
C 2.4678 4.5654 5.2350 0.32 0.17 -0.74
C 1.7313 5.2079 4.0746 -0.28 -0.12 -0.06
C 0.1576 3.4618 8.1786 0.07 0.02 0.06
H 2.8571 3.5818 4.9616 -0.12 -0.06 0.15
H 3.3214 5.1852 5.5081 -0.13 -0.05 0.30
H 0.9202 4.5698 3.7211 0.03 0.01 0.02
H 2.4121 5.3838 3.2400 0.07 0.02 0.09
H 1.2873 6.1567 4.3779 0.09 0.00 -0.01
H 1.0355 3.1787 8.7543 0.00 0.02 -0.04
H -0.6683 2.7853 8.3922 0.02 -0.01 -0.11
H -0.1358 4.4871 8.3913 0.01 -0.02 -0.05
```
Forces are in eV/Å.

Computed properties:
- Net charge: +1
- HOMO: -0.422 Eh
- Total energy: -6381.23987 Eh
- Gap between HOMO and LUMO: 7.1 eV
- Lowest unoccupied orbital energy: -4.33 eV


Formula: C3H5N3
Source: the Open Molecules 2025 dataset
Level of theory: ωB97M-V with the def2-TZVPD basis set

Geometry as XYZ:
```
11
Properties=species:S:1:pos:R:3:forces:R:3
C -1.7435 -0.2489 0.0179 0.59 -0.47 0.04
N -0.2449 -0.2083 -0.2796 1.70 -0.45 0.80
C 0.4368 0.9235 -0.1261 0.34 0.28 0.12
N 1.7347 0.8615 0.0076 0.39 -0.42 0.02
C 2.0421 -0.4805 0.0155 -1.07 0.89 -0.14
N 1.0609 -1.3393 -0.1086 -1.92 1.77 -0.04
H -2.4000 -0.4624 -0.8422 0.83 -0.08 0.01
H -1.9283 -1.0124 0.7708 0.12 -0.08 -0.05
H -2.1282 0.7023 0.4461 0.89 -0.38 -0.28
H 0.0422 1.9295 -0.0518 -0.78 -0.25 -0.24
H 3.1282 -0.6650 0.1504 -1.09 -0.82 -0.25
```
Forces are in eV/Å.

Computed properties:
- SMILES: Cn1cncn1
- HOMO: -0.360 Eh
- Total energy: -281.50246 Eh
- Gap between HOMO and LUMO: 10.5 eV
- Lowest unoccupied orbital energy: 0.69 eV
- Relative energy (zero: lowest compared OMol25 entry of this formula, charge and spin): 55.0 kcal/mol


Formula: C11H16N2O
Source: the Open Molecules 2025 dataset
Level of theory: ωB97M-V with the def2-TZVPD basis set

Geometry as XYZ:
```
30
Properties=species:S:1:pos:R:3:forces:R:3
C -0.2987 2.8203 -3.8872 -2.97 0.12 1.30
C -0.1419 0.8060 -2.6210 1.10 0.81 1.18
C 0.4297 -0.4543 -2.5868 -1.96 -3.51 -1.40
C 0.2245 -1.2850 -1.4152 2.58 0.19 -2.26
C -0.0734 -0.6412 -0.2268 -1.67 -0.36 -1.44
C -0.3513 0.7193 -0.2200 0.28 -0.86 -1.00
C -0.3858 1.4524 -1.3907 -1.70 2.10 0.75
C 0.9487 -1.9352 1.4218 -3.55 -3.26 0.58
C 1.5426 -0.9181 2.3501 0.55 -1.62 1.34
C -0.4938 0.1340 2.7975 -1.36 2.23 1.15
C -1.2135 -0.9511 1.8174 -2.70 2.40 1.55
H -0.4127 3.0217 -4.9609 0.67 0.29 0.52
H 0.5267 3.3038 -3.2920 -0.47 -0.78 -1.06
H -1.3358 3.3169 -3.3790 2.58 -1.67 -1.23
H 0.4901 -0.9610 -3.6855 0.35 1.16 2.87
H 0.5193 -2.4129 -1.4357 -0.89 2.23 0.00
H -0.6964 1.1577 0.6719 -0.21 0.56 0.60
H -0.8829 2.5058 -1.1287 1.39 -2.15 -1.65
H 1.5032 -2.3824 0.6207 0.87 0.98 -0.68
H 0.7774 -3.0178 1.9349 -0.09 2.59 -0.13
H 2.5277 -1.3689 2.5953 -0.61 0.33 0.91
H 1.7942 -0.0268 1.9298 0.79 2.45 -2.10
H 0.1735 -1.5387 3.6795 1.82 3.81 0.59
H -1.2351 0.5239 3.6170 0.95 -1.16 -1.44
H -0.0692 1.1516 2.4682 -0.92 -1.57 -0.51
H -2.2715 -0.6639 1.3997 1.99 0.24 0.67
H -1.4975 -1.7506 2.4864 0.11 -0.37 0.59
N -0.4701 -1.5140 0.7939 4.60 -1.20 1.12
N 0.6599 -0.4280 3.4946 -1.48 -6.75 -0.80
O -0.2880 1.3370 -3.8490 -0.04 2.77 -0.01
```
Forces are in eV/Å.

Computed properties:
- SMILES: COc1ccc(N2CCNCC2)cc1
- HOMO: -0.290 Eh
- Total energy: -613.30634 Eh
- Gap between HOMO and LUMO: 8.7 eV
- Lowest unoccupied orbital energy: 0.85 eV
- Relative energy (zero: lowest compared OMol25 entry of this formula, charge and spin): 115.6 kcal/mol